Entry 1:
This record from the Open Molecules 2025 dataset describes an isolated ion of composition C5H12N and charge +1. The level of theory is ωB97M-V with the def2-TZVPD basis set.

Geometry (Å):
C (-1.7423, 1.4697, 0.5767)
C (-0.3746, 1.1310, 1.1257)
C (0.8402, 1.1272, 0.0430)
C (0.3577, -0.0296, -0.7556)
C (0.9554, -1.1783, -0.4674)
N (0.7182, -2.4702, -1.0843)
H (-2.0887, 0.6205, -0.0827)
H (-2.4903, 1.5510, 1.4582)
H (-1.6662, 2.3636, 0.0152)
H (-0.1514, 1.9511, 1.9601)
H (-0.4186, 0.1163, 1.5804)
H (1.1015, 2.0489, -0.4944)
H (1.8148, 0.9712, 0.6498)
H (-0.2772, 0.1598, -1.4559)
H (1.4593, -1.2346, 0.4639)
H (-0.2508, -2.7914, -0.7337)
H (0.7478, -2.6492, -2.1369)
H (1.4651, -3.1570, -0.6621)

Results
- relative energy (zero: lowest compared OMol25 entry of this formula, charge and spin) (kJ/mol) = 279.19
- orbital gap (eV) = 9.885
- multiplicity = 1
- net charge = +1

---

Entry 2:
This record from the Open Molecules 2025 dataset describes a 2-piece molecular cluster, C5H12N overall. The level of theory is ωB97M-V with the def2-TZVPD basis set.

Geometry (Å):
C (1.0293, -1.3048, 0.7414)
C (0.2065, -0.3305, 1.0548)
C (0.1462, 0.4077, 2.3727)
C (-1.3100, -0.0285, -0.3459)
C (-0.7508, 0.7578, -1.5534)
N (0.6440, 0.2945, -1.8090)
H (0.8924, -1.8271, -0.2212)
H (1.6940, -1.7005, 1.3215)
H (0.2908, 1.4804, 2.2875)
H (1.0112, -0.1033, 3.0200)
H (-0.8066, 0.2734, 2.8674)
H (-1.4302, -1.0835, -0.5954)
H (-2.0975, 0.3690, 0.2575)
H (-0.9154, 1.9005, -1.5309)
H (-1.2661, 0.3497, -2.4161)
H (0.8838, 0.6128, -2.6715)
H (0.5358, -0.7268, -1.7381)
H (1.2425, 0.6592, -1.0413)

Results
- relative energy (zero: lowest compared OMol25 entry of this formula, charge and spin) (kJ/mol) = 365.12
- orbital gap (eV) = 10.445
- multiplicity = 1
- net charge = +1

---

Entry 3:
This record from the Open Molecules 2025 dataset describes an isolated ion of composition C5H12N and charge +1. The level of theory is ωB97M-V with the def2-TZVPD basis set.

Geometry (Å):
C (2.5657, -0.8968, -0.6834)
C (1.3274, -1.1136, -0.1077)
C (0.0820, -0.5480, -0.9426)
C (-0.3220, 0.9512, -0.5807)
C (-0.7753, 1.0098, 0.8493)
N (-2.1726, 0.3026, 1.1707)
H (2.7357, -0.7190, -1.7747)
H (3.4085, -0.5747, -0.1216)
H (1.1051, -2.0136, 0.6366)
H (-0.6772, -1.1358, -0.6226)
H (0.2833, -0.6509, -2.1235)
H (0.5180, 1.7071, -0.5459)
H (-1.1070, 1.3461, -1.2972)
H (-0.1016, 0.5253, 1.5423)
H (-1.1906, 2.0280, 1.1488)
H (-2.6481, 0.7853, 0.3545)
H (-2.4453, 0.8130, 2.0180)
H (-1.9400, -0.6446, 1.3811)

Results
- relative energy (zero: lowest compared OMol25 entry of this formula, charge and spin) (kJ/mol) = 401.80
- orbital gap (eV) = 8.429
- multiplicity = 1
- net charge = +1

---

Entry 4:
This record from the Open Molecules 2025 dataset describes an isolated ion of composition C5H12N and charge +2. The level of theory is ωB97M-V with the def2-TZVPD basis set.

Geometry (Å):
C (0.0733, -0.7399, -2.5863)
C (0.4809, -0.1044, -1.3098)
C (0.2555, -0.9039, -0.0442)
C (0.4470, -0.2310, 1.2964)
C (-0.8238, 1.6359, 2.4590)
N (-0.6644, 0.8447, 1.4584)
H (-0.3649, -1.7073, -2.3646)
H (0.8550, -0.7957, -3.3762)
H (-0.6478, -0.0342, -3.0533)
H (0.1240, 0.9794, -1.2626)
H (1.5829, 0.1842, -1.2660)
H (1.0158, -1.7146, -0.0970)
H (-0.7454, -1.3604, -0.1019)
H (1.3781, 0.3104, 1.4735)
H (0.2836, -0.8670, 2.1629)
H (-1.8328, 1.9420, 2.7095)
H (0.1007, 1.9568, 2.9328)
H (-1.5178, 0.6051, 0.9696)

Results
- relative energy (zero: lowest compared OMol25 entry of this formula, charge and spin) (kJ/mol) = 245.57
- orbital gap (spin up / spin down) (eV) = 12.462 / 6.794
- multiplicity = 2
- net charge = +2

---

- Which value of net charge does entry 3 give?
  +1

---

Copy entry 3 word for word.
This record from the Open Molecules 2025 dataset describes an isolated ion of composition C5H12N and charge +1. The level of theory is ωB97M-V with the def2-TZVPD basis set.

Geometry (Å):
C (2.5657, -0.8968, -0.6834)
C (1.3274, -1.1136, -0.1077)
C (0.0820, -0.5480, -0.9426)
C (-0.3220, 0.9512, -0.5807)
C (-0.7753, 1.0098, 0.8493)
N (-2.1726, 0.3026, 1.1707)
H (2.7357, -0.7190, -1.7747)
H (3.4085, -0.5747, -0.1216)
H (1.1051, -2.0136, 0.6366)
H (-0.6772, -1.1358, -0.6226)
H (0.2833, -0.6509, -2.1235)
H (0.5180, 1.7071, -0.5459)
H (-1.1070, 1.3461, -1.2972)
H (-0.1016, 0.5253, 1.5423)
H (-1.1906, 2.0280, 1.1488)
H (-2.6481, 0.7853, 0.3545)
H (-2.4453, 0.8130, 2.0180)
H (-1.9400, -0.6446, 1.3811)

Results
- relative energy (zero: lowest compared OMol25 entry of this formula, charge and spin) (kJ/mol) = 401.80
- orbital gap (eV) = 8.429
- multiplicity = 1
- net charge = +1